{"formula": "C9H22BBr2CaO4PS2", "method": "ωB97M-V with the def2-TZVPD basis set", "symbols": ["Ca", "C", "H", "S", "H", "C", "H", "H", "C", "Br", "O", "H", "H", "H", "S", "C", "C", "P", "H", "H", "C", "Br", "O", "C", "H", "C", "H", "H", "H", "H", "H", "B", "H", "O", "H", "H", "H", "C", "H", "H", "H", "O"], "positions_angstrom": [[-0.244, 3.156, -1.993], [2.774, -2.035, -2.002], [-0.660, 5.927, 0.486], [0.667, 0.113, -1.969], [2.387, -2.825, -0.085], [1.872, -2.916, -2.842], [-3.085, 3.029, 0.256], [-2.637, 0.433, -1.989], [0.049, -1.022, 4.008], [3.471, -0.641, 0.372], [-1.642, 0.574, -0.190], [0.448, -1.496, 4.891], [-1.175, 3.813, 1.189], [1.811, -1.797, 3.006], [-0.210, -3.392, -0.350], [-2.571, 1.026, -1.086], [0.777, -1.575, 2.770], [0.470, -1.332, -0.269], [-0.685, -3.605, 0.885], [1.648, -3.817, -2.291], [-1.416, -0.838, -0.218], [4.527, -2.946, -1.936], [-2.135, 2.354, -1.514], [2.291, -1.868, -0.571], [0.328, -2.534, 2.539], [-1.212, 4.091, 0.143], [-0.193, 3.838, -0.264], [-1.814, -1.284, 0.686], [-0.996, -1.296, 3.973], [0.696, 1.362, -1.457], [2.419, -3.226, -3.718], [0.717, -0.602, 1.554], [-2.995, 4.160, -1.053], [-1.387, 5.466, 0.028], [2.997, -1.097, -2.472], [0.792, 1.235, 0.968], [-1.909, -1.321, -1.051], [-2.444, 3.386, -0.533], [-3.561, 1.146, -0.658], [0.147, 0.047, 4.093], [0.951, -2.416, -3.126], [0.732, 0.726, 1.791]], "charge": 2, "relative_energy_ev": 0.561, "mol_weight_g_mol": 500.1, "homo_ev": -14.44}



{"formula": "C64H143N7O10", "method": "ωB97M-V with the def2-TZVPD basis set", "symbols": ["C", "H", "C", "H", "H", "C", "H", "H", "H", "H", "C", "C", "H", "H", "H", "N", "H", "H", "C", "C", "H", "O", "C", "H", "H", "H", "H", "C", "C", "C", "H", "C", "C", "H", "H", "H", "H", "C", "H", "H", "H", "H", "C", "H", "C", "C", "C", "H", "H", "H", "H", "H", "C", "C", "H", "H", "C", "H", "H", "O", "H", "H", "H", "H", "C", "H", "H", "H", "H", "H", "H", "H", "H", "H", "H", "N", "C", "C", "H", "H", "N", "H", "H", "H", "C", "H", "H", "H", "C", "C", "H", "H", "H", "C", "C", "H", "H", "H", "C", "C", "H", "H", "H", "H", "H", "C", "O", "C", "C", "H", "H", "H", "C", "H", "H", "H", "H", "C", "H", "H", "H", "H", "H", "C", "C", "O", "H", "N", "H", "H", "H", "C", "C", "N", "H", "H", "H", "H", "C", "H", "H", "O", "H", "C", "H", "H", "H", "C", "H", "H", "H", "C", "H", "H", "C", "H", "C", "H", "C", "C", "O", "H", "H", "H", "O", "H", "H", "H", "H", "O", "C", "H", "O", "H", "C", "H", "C", "C", "H", "H", "H", "C", "C", "C", "C", "H", "H", "C", "H", "H", "H", "H", "C", "H", "N", "H", "H", "C", "C", "H", "H", "H", "H", "H", "H", "H", "H", "H", "H", "H", "H", "H", "H", "H", "H", "O", "N", "H", "C", "C", "H", "H", "C", "C"], "positions_angstrom": [[-3.963, 1.351, -2.196], [5.726, 1.235, -1.398], [-6.593, -0.653, -5.692], [-3.340, -1.092, -3.866], [-3.578, 0.227, 3.242], [-4.175, -2.645, 1.430], [0.282, 1.451, 0.817], [-4.177, 2.225, -1.582], [-2.413, 4.376, -2.716], [4.932, 0.672, 1.445], [2.556, -4.368, 2.527], [5.088, 1.349, 5.249], [1.834, -1.660, -4.577], [-5.846, 3.533, -5.917], [-3.299, -0.466, -6.780], [6.267, 1.596, 4.413], [5.484, -0.758, -3.853], [-0.833, 8.230, 3.532], [3.678, 0.963, 3.027], [-1.073, 1.130, 4.153], [-0.891, -6.725, 1.441], [3.238, -0.080, -1.327], [-0.035, -7.187, 1.932], [0.072, -0.178, 1.554], [1.749, 3.156, 1.369], [-4.755, -0.694, -7.767], [-1.838, -2.968, -5.540], [-1.119, -2.717, -3.472], [-0.326, -5.157, -5.072], [3.162, 5.273, 2.798], [1.562, -6.687, 3.124], [0.792, -6.120, 2.601], [-1.449, 4.027, -2.346], [7.563, 0.629, 5.290], [3.615, -0.116, 3.171], [5.413, 3.411, 6.160], [0.110, 7.460, 1.152], [-6.359, -1.821, 2.669], [-7.284, -3.697, 2.003], [2.316, 4.246, 4.573], [0.251, 4.056, 1.294], [-7.600, -0.041, 2.358], [-0.154, -0.046, -0.623], [4.547, -1.853, -4.778], [3.207, 2.816, -1.312], [6.612, -0.431, 2.831], [-5.075, -3.331, 0.381], [8.412, 1.637, 2.577], [-4.267, -1.850, -6.527], [0.278, -5.040, -4.172], [3.319, -5.015, 2.960], [-6.282, -1.659, -0.082], [1.187, 3.961, 1.844], [-5.163, -0.001, -5.712], [0.110, -4.475, -5.801], [0.788, 8.673, 3.889], [-5.345, 1.444, -6.382], [3.597, 6.266, 2.688], [2.407, 7.319, 4.847], [-4.090, -1.569, 3.559], [3.781, 2.282, -6.052], [-6.002, 0.319, 3.204], [-2.661, -3.986, 0.937], [3.378, -8.382, -0.085], [7.391, 1.841, 2.253], [5.828, -1.107, 3.171], [6.125, -0.295, 6.114], [-0.264, -6.178, -0.680], [-1.961, 2.527, 2.813], [-8.045, -1.975, 4.019], [-4.444, 1.712, -6.933], [-5.146, -4.412, 0.503], [1.522, 0.122, 0.641], [0.137, -8.650, 0.317], [5.063, 1.695, -5.094], [3.313, 0.554, -2.527], [-2.098, 1.476, 3.068], [2.779, 5.189, 4.282], [-0.166, -6.206, -5.323], [3.792, 2.641, 4.290], [-1.677, -1.357, -3.343], [3.059, -3.548, 2.015], [3.306, 5.175, 0.216], [5.881, 1.433, -3.087], [0.466, 0.383, 0.706], [0.065, -3.668, 1.993], [-3.916, 2.751, -4.473], [4.282, 3.447, -3.978], [5.004, 1.386, 2.265], [4.519, -1.263, -3.862], [2.872, 1.506, 5.063], [-0.350, 8.019, 5.155], [-3.931, -2.305, 4.155], [3.583, 2.616, -3.878], [-3.194, -3.762, 1.861], [-6.886, -3.205, 4.284], [-1.441, 0.338, 4.805], [1.078, -3.399, 0.531], [3.981, 1.826, -5.082], [-0.439, 5.456, 4.158], [-0.555, -3.022, -1.294], [2.612, 6.819, 0.333], [0.094, -1.041, -0.993], [-4.583, -3.386, -0.591], [-0.966, 5.964, -1.308], [5.112, 2.401, 6.438], [-1.656, -4.912, -4.712], [-1.189, -3.415, -2.089], [-1.969, -3.495, -4.595], [1.190, -0.250, -3.639], [0.206, -5.602, 3.360], [1.168, 0.656, -1.768], [0.600, -6.529, -1.245], [-3.081, -1.668, -0.225], [-6.461, -1.630, 4.827], [-0.037, 1.042, 3.827], [2.156, 2.670, -1.062], [-6.970, -2.152, 4.016], [-1.541, 3.412, -1.451], [3.271, 3.845, -1.668], [2.741, 1.236, 2.542], [4.160, -0.344, -1.291], [-1.346, -0.734, -4.066], [-6.536, -0.258, 2.449], [3.767, 1.562, 4.445], [2.947, -5.077, -0.211], [-0.444, -7.855, 2.690], [2.177, -5.935, 0.623], [2.596, 3.077, -3.926], [-0.062, -2.613, -3.718], [2.143, 0.745, -5.358], [-4.940, 1.187, -3.392], [0.509, -4.127, 1.109], [0.962, 6.437, 2.384], [-0.328, -4.495, 0.515], [-6.032, 1.325, -7.220], [3.828, -5.409, -0.022], [1.009, -5.643, -1.731], [-3.482, -1.437, 0.762], [2.182, -8.536, -1.466], [-5.358, 3.275, -3.497], [-3.420, 1.143, 3.483], [-1.051, -4.482, -2.263], [-5.848, 2.537, -5.476], [3.695, 5.241, 4.869], [-0.244, 2.528, -2.796], [0.958, 3.730, 2.884], [-0.595, 5.289, -2.080], [-6.955, -3.269, -0.503], [3.313, -7.256, -1.369], [7.440, -0.619, 3.515], [0.609, 6.555, 3.824], [-0.312, 5.931, -2.914], [5.011, 2.387, 1.833], [1.883, 5.365, 1.896], [-7.011, 0.674, -3.791], [3.894, 1.913, -2.439], [0.298, 4.838, -1.647], [3.164, 0.565, -5.022], [1.924, -1.055, -3.675], [0.240, 0.859, -1.628], [-1.225, 0.027, -0.438], [-6.216, 0.088, 1.465], [4.497, -1.873, -2.959], [-4.300, -1.094, -3.843], [-2.934, 1.538, -2.503], [-1.018, 1.974, 4.840], [-2.461, -3.470, 2.613], [-6.878, 2.309, -5.201], [-0.097, 6.624, 1.576], [2.672, -7.880, -0.746], [-7.383, 0.096, -5.740], [-0.792, 3.164, -3.263], [3.456, 0.058, -5.941], [-6.438, -2.683, 0.258], [7.251, 2.895, 2.494], [1.536, -7.043, -0.125], [3.262, -0.271, -3.718], [1.842, -1.750, -2.839], [-6.848, -1.246, -4.814], [1.647, 5.480, -0.271], [1.451, -5.158, 1.686], [5.108, -0.042, 5.815], [1.905, 6.362, 4.701], [0.025, 7.934, 4.135], [7.459, 1.778, 1.167], [1.485, -8.633, 1.410], [0.796, -7.982, 0.872], [-4.112, -0.586, 0.503], [5.814, 2.078, 7.207], [4.594, -0.071, 6.777], [-3.911, 0.493, -1.526], [-7.121, -2.698, 1.597], [3.799, 4.435, 2.517], [-4.653, 0.118, -4.346], [7.024, -0.794, 1.889], [-2.670, -0.986, 1.331], [-4.954, 2.553, -4.206], [2.413, 5.754, 0.454], [-8.127, -2.298, 1.477], [4.146, 2.445, 6.941], [-6.782, 1.789, -2.358], [-2.178, -3.271, -1.656], [-3.011, -3.377, -4.295], [2.121, -3.812, 3.357], [-6.748, -1.270, -6.577], [-6.459, 0.016, -2.332], [3.767, 2.913, -0.382], [-1.762, 0.828, 2.258], [1.618, 6.151, 5.731], [4.677, -0.772, 5.131], [-0.001, 4.487, 4.396], [5.746, 2.825, -1.814], [-1.398, -0.995, -2.443], [-1.151, 5.191, 3.376], [7.492, 1.552, 5.037], [-4.923, -2.203, 2.610], [-3.706, -4.664, 2.194], [6.347, 1.056, 2.996], [-4.340, -0.788, -6.763], [-0.922, 5.547, 5.131], [0.278, -7.222, -2.022], [5.396, 1.875, -2.217], [-6.409, 0.933, -2.920]], "smiles": "CC1(C)CCCC(C)(C)N1O.CC1(C)CCCC(C)(C)N1O.CC1(C)CCCC(C)(C)N1O.CC1(C)CCCC(C)(C)N1O.CC1(C)CCCC(C)(C)N1O.CC1(C)CCCC(C)(C)N1O.COC[C@H](C)N.CCO.CCO.CCO", "charge": 0, "relative_energy_ev": 0.647, "mol_weight_g_mol": 1170.9, "homo_ev": -7.04}



| no. | frontier orbital gap (eV) |
| --- | --- |
| 1 | 6.10 |
| 2 | 7.23 |